Here is a 2-piece molecular cluster, C2H4NO overall in a non-equilibrium geometry from the OMol25 dataset. Energies are from wB97M-V/def2-TZVPD.

As for the net charge: +1. The LUMO energy (spin up / spin down) comes out at -6.7881 / -8.7115 eV. As for the molar mass: 58.060 u. The value obtained for the maximum force is 0.1047 hartree/bohr. The calculation puts the HOMO-LUMO gap (spin up / spin down) at 9.82 / 7.63 eV. As for the HOMO energy (spin up / spin down): -16.60 / -16.34 eV. The calculation puts the total energy at -207.9805 Ha.

Last column: Löwdin charge in e.
Atoms and positions in Å:
C -0.376 0.438 0.368  0.130
C -0.171 -0.977 -0.093  0.075
N 0.857 0.077 -0.090  -0.164
O 1.965 0.260 -0.354  0.289
H -0.831 2.411 -1.002  0.242
H -0.789 0.969 1.216  0.136
H -0.191 -1.668 0.852  0.193
H -0.464 -1.511 -0.897  0.100

---

Here is C25H30F6IrN4OPS3 as an isolated structure from the OMol25 dataset. Energies are from wB97M-V/def2-TZVPD.

As for the net charge: +3. The LUMO energy (spin up / spin down) comes out at -8.5730 / -11.4851 eV. As for the molar mass: 835.922 u. Its spin multiplicity is 2. The value obtained for the maximum force is 0.0154 hartree/bohr. The calculation puts the HOMO-LUMO gap (spin up / spin down) at 7.98 / 5.07 eV. As for the HOMO energy (spin up / spin down): -16.55 / -16.55 eV. The calculation puts the total energy at -3503.6425 Ha.

Last column: Löwdin charge in e.
Atoms and positions in Å:
Ir 0.255 0.033 -0.737  1.295
C 2.441 1.962 -0.238  -0.117
C 2.746 1.261 -1.541  -0.103
N 2.078 -0.082 -1.569  -0.183
C 2.851 -1.240 -1.023  -0.190
C 2.883 -1.243 0.490  -0.343
S 1.180 -1.010 1.131  0.957
C 1.364 0.458 2.213  -0.354
C 0.774 1.711 1.582  -0.208
N 0.999 1.750 0.107  -0.191
H 3.047 1.572 0.575  0.114
H 2.651 3.029 -0.313  0.154
H 2.343 1.819 -2.387  0.134
H 3.819 1.141 -1.695  0.152
H 1.923 -0.287 -2.563  0.093
H 2.350 -2.136 -1.393  0.136
H 3.863 -1.223 -1.435  0.150
H 3.243 -2.207 0.847  0.108
H 3.531 -0.475 0.907  0.089
H 0.832 0.235 3.135  0.093
H 2.420 0.549 2.462  0.095
H -0.303 1.728 1.731  0.107
H 1.205 2.603 2.045  0.150
H 0.444 2.533 -0.247  0.108
N -1.572 2.682 -1.153  0.099
C -1.050 2.230 -2.347  -0.671
N -0.404 1.088 -2.423  -0.091
C 0.009 0.830 -3.745  -0.313
C 0.559 -0.356 -4.240  -0.053
C 0.931 -0.401 -5.573  -0.024
C 0.743 0.699 -6.415  -0.028
C 0.138 1.850 -5.951  -0.036
C -0.232 1.894 -4.611  -0.430
S -1.117 3.149 -3.789  1.219
H -2.131 1.979 -0.679  0.095
H -2.063 3.565 -1.213  0.118
H 0.572 -1.259 -3.640  0.110
H 1.338 -1.316 -5.979  0.127
H 1.037 0.633 -7.454  0.129
H -0.059 2.680 -6.615  0.131
F -0.513 -1.752 -1.417  -0.350
P -2.355 -1.644 -1.535  0.266
F -2.314 -2.328 -0.099  -0.119
F -3.885 -1.395 -1.486  -0.034
F -2.325 -3.020 -2.252  -0.033
F -2.135 -0.862 -2.881  -0.070
F -2.018 -0.165 -0.714  -0.288
O -1.571 -0.357 1.928  -0.454
S -2.975 -0.662 2.255  1.130
C -3.181 -2.252 2.864  -0.353
C -2.136 -3.189 2.804  -0.035
C -2.375 -4.455 3.276  -0.004
C -3.653 -4.802 3.739  0.031
C -4.700 -3.881 3.751  -0.007
C -4.480 -2.602 3.298  -0.013
C -3.653 0.407 3.488  -0.381
C -3.087 0.431 4.762  -0.051
C -3.642 1.285 5.696  -0.027
C -4.742 2.074 5.360  -0.014
C -5.293 2.027 4.088  -0.031
C -4.745 1.188 3.128  -0.065
H -1.171 -2.894 2.416  0.105
H -1.587 -5.194 3.290  0.132
H -3.829 -5.812 4.086  0.137
H -5.676 -4.176 4.107  0.135
H -5.276 -1.869 3.287  0.131
H -2.249 -0.204 5.016  0.127
H -3.231 1.327 6.695  0.128
H -5.175 2.727 6.106  0.130
H -6.149 2.639 3.841  0.128
H -5.164 1.138 2.131  0.121

---

Here is one molecule with the formula C4H5NO2 in a non-equilibrium geometry from the OMol25 dataset. Energies are from wB97M-V/def2-TZVPD.

The LUMO energy comes out at 0.8209 eV. As for the molar mass: 99.089 u. The value obtained for the maximum force is 0.1504 hartree/bohr. The calculation puts the HOMO-LUMO gap at 10.35 eV. As for the HOMO energy: -9.53 eV. The calculation puts the total energy at -360.5268 Ha.

Last column: Löwdin charge in e.
Atoms and positions in Å:
C -0.218 2.024 -0.178  0.007
N 0.394 0.664 -0.512  -0.005
O 1.282 0.252 0.663  -0.097
C 0.989 -1.069 0.943  -0.148
C -0.087 -1.650 0.369  0.033
C -0.649 -0.422 -0.424  -0.410
O -1.685 -0.319 -1.012  0.083
H 0.407 2.622 -0.607  0.002
H -1.178 2.136 -0.661  0.082
H -0.194 1.945 1.049  0.163
H 1.648 -1.398 1.896  0.174
H -0.429 -2.705 0.430  0.117

---

Here is one molecule with the formula C32H44F3N3O2S from the OMol25 dataset. Energies are from wB97M-V/def2-TZVPD.

The LUMO energy comes out at 0.7530 eV. As for the molar mass: 591.784 u. The value obtained for the maximum force is 0.0156 hartree/bohr. The calculation puts the HOMO-LUMO gap at 8.22 eV. As for the HOMO energy: -7.46 eV. The calculation puts the total energy at -2258.3594 Ha.

Last column: Löwdin charge in e.
Atoms and positions in Å:
C 9.828 -5.291 0.403  -0.116
C 8.963 -6.427 0.939  -0.274
C 7.622 -6.555 0.217  -0.235
C 6.682 -5.378 0.469  -0.229
C 5.314 -5.596 -0.174  -0.228
C 4.372 -4.419 0.068  -0.226
C 3.001 -4.644 -0.564  -0.222
C 2.064 -3.465 -0.318  -0.197
C 0.682 -3.704 -0.938  -0.093
C -0.181 -2.493 -0.690  -0.498
O -0.365 -1.601 -1.477  0.104
O -0.683 -2.515 0.549  0.011
C -1.436 -1.385 0.971  -0.146
C -2.953 -1.646 0.857  -0.149
N -3.777 -0.460 0.803  -0.162
C -3.670 0.274 -0.444  -0.154
C -4.702 1.396 -0.470  -0.166
N -4.457 2.288 0.646  -0.174
C -5.225 3.515 0.584  -0.182
C -4.606 4.618 1.455  -0.144
C -3.076 4.620 1.345  -0.156
N -2.644 4.635 -0.037  -0.029
C -3.078 5.656 -0.879  -0.221
C -3.320 6.938 -0.384  -0.022
C -3.749 7.958 -1.215  -0.082
C -3.928 7.733 -2.568  -0.092
C -3.674 6.475 -3.083  -0.108
C -3.265 5.450 -2.248  -0.437
S -3.040 3.839 -2.959  1.046
C -1.847 3.190 -1.831  -0.439
C -1.011 2.184 -2.285  -0.085
C -0.099 1.582 -1.435  -0.024
C -0.022 2.039 -0.129  -0.130
C 0.962 1.460 0.841  -0.582
F 0.381 1.121 2.014  0.123
F 1.581 0.358 0.401  0.144
F 1.937 2.334 1.167  0.139
C -0.840 3.067 0.327  0.053
C -1.798 3.644 -0.505  -0.203
C -4.631 1.546 1.879  -0.166
C -3.590 0.431 1.932  -0.167
H 10.799 -5.293 0.892  0.067
H 9.984 -5.406 -0.668  0.073
H 9.361 -4.327 0.582  0.062
H 8.784 -6.273 2.006  0.104
H 9.509 -7.367 0.828  0.101
H 7.799 -6.652 -0.857  0.112
H 7.131 -7.472 0.553  0.109
H 7.119 -4.463 0.068  0.108
H 6.556 -5.243 1.546  0.118
H 5.441 -5.743 -1.249  0.117
H 4.865 -6.506 0.232  0.115
H 4.815 -3.510 -0.345  0.117
H 4.253 -4.267 1.143  0.117
H 3.119 -4.796 -1.639  0.118
H 2.557 -5.552 -0.149  0.118
H 2.496 -2.557 -0.744  0.124
H 1.948 -3.307 0.756  0.122
H 0.775 -3.855 -2.014  0.127
H 0.219 -4.578 -0.480  0.126
H -1.141 -1.190 2.004  0.129
H -1.165 -0.535 0.338  0.096
H -3.282 -2.251 1.707  0.124
H -3.132 -2.217 -0.058  0.127
H -3.857 -0.415 -1.271  0.131
H -2.674 0.721 -0.583  0.106
H -4.604 1.951 -1.404  0.090
H -5.716 0.960 -0.424  0.129
H -5.220 3.850 -0.457  0.113
H -6.279 3.367 0.878  0.127
H -5.020 5.576 1.140  0.103
H -4.866 4.471 2.504  0.107
H -2.719 3.692 1.786  0.103
H -2.656 5.460 1.911  0.121
H -3.168 7.145 0.662  0.109
H -3.938 8.935 -0.797  0.104
H -4.263 8.526 -3.218  0.101
H -3.811 6.267 -4.133  0.102
H -1.102 1.849 -3.305  0.110
H 0.511 0.764 -1.777  0.110
H -0.719 3.410 1.343  0.129
H -4.490 2.212 2.731  0.117
H -5.641 1.104 1.942  0.129
H -3.712 -0.146 2.852  0.128
H -2.588 0.891 1.933  0.117

---

Here is a 2-piece molecular cluster, C2H8NO overall in a non-equilibrium geometry from the OMol25 dataset. Energies are from wB97M-V/def2-TZVPD.

The LUMO energy (spin up / spin down) comes out at 0.5605 / 0.4379 eV. As for the molar mass: 62.092 u. Its spin multiplicity is 2. The value obtained for the maximum force is 0.0646 hartree/bohr. The calculation puts the HOMO-LUMO gap (spin up / spin down) at 4.33 / 8.29 eV. As for the HOMO energy (spin up / spin down): -3.77 / -7.85 eV. The calculation puts the total energy at -210.8183 Ha.

Last column: Löwdin charge in e.
Atoms and positions in Å:
C -0.912 -0.981 0.163  -0.329
C -1.727 0.082 -0.225  -0.126
N 0.411 -0.906 -0.482  0.022
H -0.817 -1.655 0.929  0.028
H -2.582 0.372 0.333  -0.015
H -1.391 0.779 -0.994  0.002
H 0.854 -0.021 -0.221  0.068
H 0.501 -0.938 -1.580  0.171
H 0.675 -1.872 -0.256  0.129
H 0.938 2.011 1.022  0.027
H 2.475 1.708 0.610  0.047
O 1.576 1.420 0.699  -0.022

---

Here is C28H55O2ScSi4 as an isolated structure in a non-equilibrium geometry from the OMol25 dataset. Energies are from wB97M-V/def2-TZVPD.

The LUMO energy (spin up / spin down) comes out at -0.8783 / -1.6699 eV. As for the molar mass: 581.046 u. The value obtained for the maximum force is 0.0515 hartree/bohr. The calculation puts the HOMO-LUMO gap (spin up / spin down) at 4.27 / 2.57 eV. As for the HOMO energy (spin up / spin down): -5.15 / -4.24 eV. The calculation puts the total energy at -3168.9694 Ha.

Last column: Löwdin charge in e.
Atoms and positions in Å:
O -2.676 -0.141 -5.020  -0.100
C -4.122 -0.360 -4.718  -0.168
C -4.674 -0.092 -6.109  -0.073
H -4.440 0.388 -3.981  0.128
H -4.391 -1.373 -4.389  0.111
C -3.196 0.265 -6.342  -0.596
H -5.417 0.710 -6.124  0.121
H -4.966 -0.981 -6.677  0.117
C -3.067 1.744 -6.640  -0.022
H -3.514 2.369 -5.855  0.096
H -3.597 1.960 -7.583  0.099
H -2.007 1.999 -6.778  0.086
C -2.600 -0.581 -7.445  -0.026
H -2.657 -1.643 -7.177  0.093
H -1.555 -0.273 -7.583  0.086
H -3.159 -0.412 -8.383  0.100
Sc 0.823 -0.674 -2.848  1.022
C 2.320 -2.189 -1.666  -0.131
C 1.214 -1.935 -0.788  -0.111
C 0.007 -2.310 -1.468  -0.172
H 1.254 -1.579 0.228  0.085
C 0.375 -2.891 -2.739  -0.175
C 1.809 -2.769 -2.873  -0.167
H 2.415 -3.075 -3.718  0.109
H 3.370 -1.992 -1.476  0.122
H -0.969 -2.316 -1.012  0.081
H -0.293 -3.389 -3.428  0.109
C 2.192 0.822 -1.565  -0.146
C 2.511 0.964 -2.961  -0.160
C 1.347 1.428 -3.651  -0.180
H 3.496 0.749 -3.409  0.121
C 0.282 1.574 -2.690  -0.169
C 0.829 1.228 -1.412  -0.149
H 0.348 1.396 -0.442  0.119
H 2.875 0.501 -0.760  0.120
H 1.294 1.654 -4.722  0.114
H -0.718 1.978 -2.862  0.118
O -3.690 0.902 -1.367  -0.147
C -2.688 -0.040 -1.906  -0.189
C -3.257 -1.472 -1.982  -0.164
H -1.819 0.016 -1.236  0.100
H -2.401 0.299 -2.916  0.083
C -4.632 -1.265 -1.357  -0.156
H -2.625 -2.186 -1.457  0.080
H -3.350 -1.786 -3.029  0.079
C -4.579 0.064 -0.552  -0.162
H -5.020 -2.151 -0.852  0.113
H -5.350 -1.016 -2.154  0.101
H -4.189 -0.085 0.481  0.119
H -5.574 0.578 -0.484  0.129
C 3.761 -2.440 3.147  -0.245
Si 3.765 -0.703 3.885  0.247
C 3.770 -0.828 5.769  -0.225
C 5.320 0.207 3.338  -0.239
Si 1.854 0.354 3.065  0.376
Si 0.046 -0.610 4.176  0.263
C 0.002 -0.069 5.990  -0.228
C -1.443 0.056 3.223  -0.255
C 0.115 -2.493 4.099  -0.234
Si 2.007 2.566 3.795  0.257
C 2.615 2.728 5.577  -0.229
C 3.213 3.391 2.609  -0.249
C 0.300 3.365 3.693  -0.242
H 4.727 -2.905 3.400  0.022
H 3.668 -2.401 2.051  0.010
H 2.955 -3.080 3.533  0.004
H 4.620 -1.468 6.053  0.023
H 3.907 0.151 6.249  0.014
H 2.856 -1.285 6.171  0.008
H 5.466 0.127 2.251  0.024
H 5.297 1.273 3.598  0.004
H 6.194 -0.246 3.830  0.024
H -0.053 1.021 6.108  0.012
H -0.900 -0.501 6.449  0.020
H 0.870 -0.430 6.555  0.011
H -1.387 -0.208 2.155  0.005
H -2.364 -0.387 3.633  0.019
H -1.531 1.149 3.289  0.006
H -0.018 -2.851 3.067  0.022
H 1.064 -2.900 4.478  0.005
H -0.698 -2.920 4.708  0.024
H 3.668 2.436 5.688  0.016
H 2.529 3.787 5.867  0.022
H 2.021 2.138 6.287  0.014
H 2.831 3.360 1.578  0.016
H 3.334 4.448 2.893  0.022
H 4.207 2.922 2.607  0.005
H -0.029 3.448 2.648  0.024
H -0.466 2.804 4.248  0.005
H 0.341 4.382 4.114  0.023